1.
10
Properties=species:S:1:pos:R:3:nbo_charge:R:1 method="wB97M-V/def2-TZVPD" smiles="CC1=C(Cl)C1" total_charge=0
C 0.44 -1.00 -0.21 -0.66
C -0.70 -0.15 0.13 0.01
C -1.96 0.17 -0.04 -0.11
Cl -3.53 -0.20 -0.22 0.10
C -1.05 1.25 0.67 -0.42
H 0.43 -1.85 0.64 0.23
H 1.37 -0.52 0.03 0.23
H 0.33 -1.46 -1.25 0.25
H -0.98 1.54 1.68 0.19
H -0.90 1.99 -0.03 0.17



2.
10
Properties=species:S:1:pos:R:3:nbo_charge:R:1 method="wB97M-V/def2-TZVPD" smiles="C=C/C=C/Cl" total_charge=0
C -0.71 1.56 0.21 -0.39
C -0.75 0.38 -0.51 -0.21
C -0.01 -0.95 -0.34 -0.24
C 1.19 -0.98 0.38 -0.16
Cl 2.20 -2.46 0.50 -0.03
H -1.56 2.30 0.03 0.22
H 0.10 1.76 0.83 0.19
H -1.56 0.31 -1.28 0.20
H -0.45 -1.84 -0.66 0.22
H 1.55 -0.07 0.83 0.21



3.
10
Properties=species:S:1:pos:R:3:nbo_charge:R:1 method="wB97M-V/def2-TZVPD" smiles="CC1=C(Cl)C1" total_charge=0
C -1.26 -0.88 -0.26 -0.67
C 0.00 -0.13 -0.16 0.08
C 1.42 0.21 -0.34 -0.11
Cl 2.94 -0.46 -0.33 0.08
C 0.60 1.08 0.48 -0.43
H -1.65 -0.55 0.64 0.24
H -1.09 -1.96 -0.50 0.24
H -1.97 -0.55 -1.10 0.24
H 0.40 2.07 0.00 0.16
H 0.61 1.17 1.56 0.17



It is found that the energy above the lowest of the compared OMol25 structures with the same formula, charge and spin values, taken in the order of the records, are 1.918, 0.687, 2.634 eV.